1.
20
Properties=species:S:1:pos:R:3:forces:R:3:nbo_charge:R:1 method="wB97M-V/def2-TZVPD" relative_energy_kcal_mol=2.6 charge=0 smiles=CC[C@@](F)(Cl)C(C)(C)I energy_ev=-29740.0613
C 1.285 1.976 0.926 -0.355 0.228 -3.062 -0.6072
C -0.193 -1.169 1.218 2.299 1.821 1.526 -0.6920
C -0.911 -2.053 -1.062 -3.179 0.160 -0.751 -0.6702
C 0.337 1.794 -0.283 -0.246 -1.467 1.104 -0.4845
C -0.850 -0.847 -0.113 2.683 1.629 -0.619 -0.1452
C 0.199 0.355 -0.809 -2.092 -1.423 -1.270 0.4415
F -0.480 0.557 -2.051 1.304 -0.359 0.663 -0.3997
Cl 1.837 -0.465 -1.115 -1.060 0.834 -0.138 -0.0868
I -2.749 0.088 0.092 -0.254 -0.163 0.136 0.1405
H 0.865 1.327 1.623 0.284 -1.043 1.756 0.2083
H 1.256 2.983 1.245 -0.206 1.063 0.543 0.2172
H 2.288 1.799 0.545 0.159 -0.529 0.650 0.2211
H -0.459 -0.429 2.039 -0.184 -1.033 -0.972 0.2261
H 0.992 -0.972 1.186 -2.599 -0.914 -0.277 0.2393
H -0.358 -2.177 1.568 -0.184 -0.244 0.078 0.2287
H -1.558 -1.845 -2.033 1.887 -0.181 1.837 0.2417
H -1.472 -2.917 -0.602 0.597 0.975 -0.019 0.2256
H 0.087 -2.373 -1.225 0.836 -0.366 -0.657 0.2338
H -0.695 2.000 -0.003 -0.017 0.468 0.038 0.2295
H 0.577 2.369 -1.146 0.328 0.543 -0.566 0.2322

2.
14
Properties=species:S:1:pos:R:3:forces:R:3:nbo_charge:R:1 method="wB97M-V/def2-TZVPD" relative_energy_kcal_mol=23.4 charge=+1 smiles="NC[C@H](I)C=[NH2+]" energy_ev=-14313.4234
C -0.192 -1.214 0.000 -3.633 -0.292 -2.890 -0.2753
C -1.008 0.084 0.368 -1.399 -1.335 0.565 -0.3985
C -0.417 1.349 -0.076 -1.656 2.717 0.871 0.2381
N 0.800 1.474 -0.334 1.712 -1.452 -1.180 -0.6095
N 1.171 -0.897 -0.002 2.775 -1.404 -2.820 -0.8317
I -3.154 -0.294 -0.196 1.364 0.533 0.241 0.2056
H -0.470 -2.202 0.375 -0.134 0.551 1.469 0.2483
H -0.660 -1.473 -1.043 1.650 0.973 1.083 0.2370
H -1.138 0.368 1.434 0.062 -0.777 -0.137 0.2801
H -0.900 2.366 0.085 -0.358 -1.674 -0.322 0.2440
H 1.267 2.318 -0.491 0.298 1.791 -0.224 0.4226
H 1.326 0.512 -0.404 -0.412 0.291 0.281 0.4318
H 1.555 -0.929 0.881 0.962 -0.190 2.526 0.3881
H 1.822 -1.462 -0.596 -1.231 0.268 0.538 0.4193

3.
161
Properties=species:S:1:pos:R:3:forces:R:3:lowdin_charge:R:1 method="wB97M-V/def2-TZVPD" relative_energy_kcal_mol=0.0 charge=0 smiles="CC1(C)CCCC(C)(C)N1O.CC1(C)CCCC(C)(C)N1O.COC[C@H](C)N.COC[C@H](C)N.COC[C@H](C)N.COC[C@H](C)N.COC[C@H](C)N.NC(N)=O.NC(N)=O" energy_ev=-77933.2922
C -22.665 2.543 -7.466 -0.124 0.122 -0.383 -0.0524
C -22.821 3.811 -6.711 1.941 0.825 2.000 -0.4655
C -23.355 4.979 -7.463 -0.420 -0.333 -0.487 -0.2321
O -24.659 4.643 -7.860 -0.560 1.081 -1.087 -0.2000
C -25.179 5.469 -8.925 0.097 -0.034 0.657 -0.0840
N -23.437 3.495 -5.406 -0.430 -0.187 -0.233 0.0570
H -23.682 2.171 -7.595 0.249 -0.801 -0.003 0.0865
H -21.963 1.948 -6.871 -0.580 -0.511 -0.424 0.0870
H -22.257 2.743 -8.456 0.108 -0.136 -0.025 0.0876
H -21.789 4.143 -6.444 -0.380 -0.060 -0.076 0.1179
H -22.712 5.177 -8.325 0.045 -0.122 -0.258 0.1279
H -23.298 5.874 -6.858 -0.344 0.498 0.407 0.1208
H -26.185 5.094 -9.088 0.096 -0.154 -0.478 0.0853
H -24.535 5.468 -9.825 -0.320 -0.421 0.306 0.0932
H -25.306 6.530 -8.659 0.269 -0.181 0.397 0.0852
H -23.556 4.299 -4.797 -0.056 0.045 -0.230 0.0523
H -24.345 3.030 -5.513 0.343 0.394 -0.080 0.0948
C -28.434 3.221 -3.063 -0.946 1.288 0.597 -0.0326
C -28.976 4.580 -3.619 -0.915 -1.691 -0.556 -0.4024
C -28.143 5.117 -4.732 1.481 0.226 -0.799 -0.2208
O -26.844 5.289 -4.201 0.629 0.628 0.209 -0.2179
C -26.017 6.102 -4.995 1.011 0.207 -0.555 -0.1068
N -30.217 4.268 -4.296 -0.514 -0.084 0.016 0.0298
H -27.384 3.399 -3.016 1.014 -0.848 0.164 0.0466
H -28.807 2.354 -3.594 0.551 0.186 -0.995 0.0665
H -28.820 2.969 -2.074 0.164 0.653 0.400 0.0749
H -28.989 5.374 -2.861 -0.291 -0.236 0.248 0.1400
H -28.525 6.056 -5.172 -0.086 0.089 0.633 0.1359
H -28.053 4.472 -5.614 -0.243 -0.519 0.211 0.1390
H -25.993 5.774 -6.046 -0.217 -0.036 0.187 0.0802
H -24.970 6.041 -4.649 -0.534 -0.163 0.169 0.0724
H -26.270 7.170 -4.963 -0.352 -0.135 0.093 0.0961
H -31.006 4.080 -3.708 -0.272 0.073 0.277 0.0746
H -30.449 4.931 -5.009 -0.399 0.400 -0.102 0.0612
C -18.182 1.813 -1.425 -0.326 -0.727 -0.392 -0.0460
C -18.657 0.672 -2.348 -0.816 0.781 -0.935 -0.3659
C -19.629 -0.212 -1.575 1.131 -0.288 0.474 -0.1998
O -18.938 -0.693 -0.391 -0.409 -0.150 -0.352 -0.1998
C -19.860 -0.798 0.680 0.246 -0.366 0.008 -0.1079
N -19.425 1.212 -3.573 0.229 -1.125 1.541 0.0386
H -18.999 2.434 -1.032 -0.046 -0.206 -0.365 0.0650
H -17.476 2.444 -1.958 0.243 0.100 0.190 0.0633
H -17.743 1.297 -0.569 0.361 0.418 -0.077 0.0812
H -17.809 0.033 -2.651 -0.097 0.386 0.067 0.1382
H -19.885 -1.098 -2.184 -0.466 0.412 0.222 0.1324
H -20.476 0.415 -1.267 -0.184 -0.352 -0.240 0.1125
H -20.677 -1.460 0.432 -0.514 -0.232 -0.301 0.0714
H -20.247 0.193 0.829 -0.469 0.490 0.642 0.0610
H -19.447 -1.232 1.608 0.475 0.476 -0.587 0.0970
H -19.823 0.418 -4.080 0.119 0.197 0.181 0.0725
H -18.844 1.696 -4.237 0.474 0.320 -0.062 0.0388
C -21.445 5.081 5.251 -0.859 -1.603 0.178 -0.0481
C -20.631 4.164 4.347 -0.201 -0.061 0.072 -0.4708
C -19.545 4.948 3.712 2.382 0.250 -0.061 -0.2275
O -18.750 4.178 2.790 -1.349 0.446 -0.548 -0.1762
C -19.463 4.053 1.543 0.966 0.033 0.080 -0.1008
N -20.093 3.002 5.061 -0.252 -0.078 -0.072 0.0597
H -20.917 5.336 6.166 0.319 0.464 -0.215 0.0833
H -22.360 4.573 5.606 0.295 -0.024 -0.193 0.0811
H -21.806 5.889 4.647 0.036 0.904 0.035 0.0642
H -21.197 3.882 3.464 -0.949 -0.353 -0.016 0.1127
H -18.807 5.290 4.424 0.107 0.032 0.630 0.1289
H -19.889 5.856 3.217 -0.450 -0.035 -0.131 0.1209
H -19.926 3.066 1.455 -0.076 0.184 -0.184 0.0728
H -18.758 4.237 0.736 0.322 -0.567 -0.105 0.0802
H -20.168 4.859 1.382 -0.635 -0.012 0.353 0.0742
H -20.854 2.397 5.360 -0.006 0.201 0.098 0.0652
H -19.542 2.435 4.425 0.227 0.182 -0.037 0.0651
C -17.483 5.185 -3.736 -0.137 0.888 -0.501 -0.0429
C -18.871 4.730 -4.013 -0.781 -0.616 -1.837 -0.4381
C -19.820 5.895 -4.250 0.297 0.522 -0.169 -0.2294
O -19.906 6.888 -3.261 0.192 -0.406 -0.392 -0.1568
C -20.640 6.424 -2.163 -0.344 0.211 0.854 -0.1114
N -18.952 3.970 -5.288 0.021 -0.869 0.064 0.0321
H -16.882 4.375 -3.378 0.670 -0.281 -0.009 0.0636
H -17.593 5.946 -2.985 0.349 0.304 0.654 0.0761
H -17.061 5.721 -4.618 -0.053 -0.639 0.442 0.1028
H -19.224 3.995 -3.283 -0.062 0.466 0.374 0.1098
H -20.783 5.460 -4.458 -0.959 -0.192 0.137 0.0975
H -19.542 6.372 -5.201 0.281 0.142 0.355 0.1357
H -21.609 6.012 -2.459 -0.363 0.418 -0.173 0.0704
H -20.740 7.291 -1.494 -0.211 -0.456 -0.079 0.0987
H -20.210 5.580 -1.618 0.586 0.098 0.030 0.0778
H -19.926 3.821 -5.561 0.319 -0.036 0.219 0.0456
H -18.506 4.428 -6.070 0.178 0.293 0.098 0.0690
C -23.827 1.281 2.643 0.810 -0.068 0.873 -0.7232
O -24.913 1.729 2.411 -1.439 0.366 -0.347 0.0671
N -23.488 0.475 3.669 -1.690 -1.225 2.320 0.1454
N -22.678 1.533 2.023 1.742 1.316 -2.468 0.1732
H -24.196 0.296 4.362 0.110 -0.318 -0.096 0.1087
H -22.635 -0.041 3.694 0.037 -0.159 0.025 0.0936
H -21.897 1.423 2.624 0.739 0.090 0.056 0.0713
H -22.592 2.337 1.426 -0.231 0.131 -0.508 0.0870
C -22.510 3.394 -1.835 2.272 0.744 1.478 -0.7431
O -21.869 3.612 -0.795 -0.588 0.007 0.334 -0.0138
N -21.995 2.707 -2.820 0.808 -1.599 -2.148 0.1882
N -23.686 3.946 -2.139 -2.457 0.918 0.676 0.1865
H -21.048 2.377 -2.772 0.365 -0.308 0.075 0.0501
H -22.400 2.744 -3.755 -0.025 -0.005 0.202 0.0640
H -24.115 4.424 -1.339 -0.130 -0.054 -0.518 0.0750
H -24.301 3.296 -2.613 -0.234 0.299 -0.042 0.0952
C -25.816 8.711 -0.219 0.443 -0.112 -0.410 -0.0221
C -24.954 7.529 -0.661 0.602 0.159 -1.342 -0.5168
C -23.652 7.455 0.104 -0.218 0.321 0.048 -0.1435
C -23.776 6.870 1.510 0.899 1.095 0.362 -0.1675
C -24.549 5.575 1.478 0.503 -1.149 -0.390 -0.1349
C -25.870 5.666 0.712 -0.055 -1.657 0.269 -0.5050
N -25.568 6.194 -0.630 0.227 0.114 0.607 -0.0946
O -26.802 6.239 -1.286 -1.128 0.196 -1.192 -0.0413
C -26.417 4.215 0.470 0.043 0.529 -0.560 -0.0234
C -26.919 6.384 1.535 -0.545 0.329 0.715 -0.0352
C -24.550 7.800 -2.141 -0.971 -0.033 0.580 -0.0276
H -25.846 8.819 0.840 -0.180 0.039 0.855 0.0564
H -25.358 9.624 -0.607 -0.122 -0.015 -0.096 0.0910
H -26.813 8.604 -0.616 -0.360 0.088 -0.076 0.0822
H -22.913 6.910 -0.484 -0.077 -0.384 0.035 0.0979
H -23.311 8.491 0.069 0.349 0.060 0.559 0.1243
H -22.723 6.733 1.817 -0.468 -0.303 0.315 0.1063
H -24.178 7.625 2.211 -0.112 -0.348 -0.282 0.1135
H -24.705 5.060 2.449 0.011 0.647 -0.352 0.1344
H -23.912 4.873 0.907 -0.150 0.027 0.127 0.1087
H -26.248 3.577 1.329 -0.163 0.017 0.308 0.0619
H -25.875 3.736 -0.362 -0.172 0.232 0.202 0.0584
H -27.492 4.251 0.190 0.662 -0.099 0.274 0.0910
H -26.566 7.295 2.024 -0.012 -0.035 -0.211 0.0699
H -27.268 5.735 2.356 0.285 0.001 -0.299 0.0967
H -27.807 6.602 0.948 -0.012 0.181 -0.159 0.0840
H -25.468 8.084 -2.669 0.369 0.196 -0.193 0.0782
H -23.774 8.570 -2.209 -0.293 -0.034 -0.026 0.0931
H -24.193 6.879 -2.570 0.346 -0.383 -0.223 0.0517
H -26.718 5.829 -2.172 0.347 0.127 0.504 0.0848
C -28.168 -2.149 -1.854 0.928 -0.749 -0.482 -0.0537
C -27.049 -1.057 -2.011 -1.700 -0.195 0.815 -0.4871
C -27.195 -0.077 -0.760 0.740 -0.955 -2.534 -0.0846
C -25.948 0.833 -0.790 -1.445 0.895 1.073 -0.1901
C -24.601 0.154 -0.817 0.442 -0.807 -1.214 -0.1113
C -24.472 -0.910 -1.972 -1.184 0.542 1.042 -0.4861
N -25.748 -1.696 -1.881 0.885 -0.722 -1.352 -0.0590
O -25.671 -2.774 -2.839 0.015 -1.041 1.478 -0.0440
C -24.278 -0.223 -3.305 -0.068 -0.458 -0.804 -0.0356
C -23.281 -1.825 -1.675 -0.724 -0.369 -0.365 -0.0257
C -27.424 -0.381 -3.371 0.336 0.228 0.739 -0.0388
H -28.232 -2.745 -2.773 -0.196 0.361 -0.066 0.0736
H -29.152 -1.737 -1.631 0.141 0.238 0.002 0.0785
H -27.928 -2.929 -1.133 0.183 0.353 0.491 0.0815
H -28.215 0.365 -0.858 1.017 0.355 0.177 0.1226
H -27.191 -0.683 0.138 0.056 -0.207 0.167 0.1148
H -26.038 1.397 0.131 0.427 0.391 0.238 0.0766
H -26.030 1.592 -1.571 -0.042 -0.147 -0.297 0.0859
H -24.390 -0.407 0.093 -0.096 0.254 0.283 0.1173
H -23.809 0.916 -0.982 -0.310 -0.428 0.310 0.1169
H -24.356 -0.915 -4.149 0.070 -0.378 0.077 0.0800
H -25.058 0.496 -3.538 0.431 0.542 0.306 0.0556
H -23.260 0.151 -3.379 -0.056 0.546 0.086 0.0765
H -22.510 -1.241 -1.201 0.528 0.164 -0.048 0.0540
H -23.541 -2.655 -1.033 -0.340 0.045 0.504 0.0876
H -22.943 -2.327 -2.576 0.359 0.252 -0.250 0.0809
H -28.501 -0.256 -3.263 -0.054 0.303 -0.463 0.0748
H -27.238 -1.001 -4.266 0.004 0.084 0.505 0.0877
H -26.949 0.596 -3.511 -0.289 -0.164 -0.016 0.0484
H -25.609 -2.532 -3.761 -0.017 1.118 -0.428 0.0690

4.
9
Properties=species:S:1:pos:R:3:forces:R:3:nbo_charge:R:1 method="wB97M-V/def2-TZVPD" relative_energy_kcal_mol=49.3 charge=0 smiles="N=C(N)N" energy_ev=-5586.8405
C -0.037 0.393 -0.036 6.474 -1.302 -2.541 0.5607
H 1.537 -0.787 -0.852 -3.026 -0.854 2.887 0.3998
H 0.140 -1.760 0.220 2.362 3.219 -1.794 0.3936
H -1.257 -0.600 1.198 -0.024 0.690 -0.598 0.3940
H -1.686 0.855 0.424 -3.416 3.096 0.807 0.3896
H 1.315 1.118 -0.831 0.810 1.088 -0.573 0.3158
N 0.697 -0.811 -0.081 2.264 -2.365 -1.415 -0.8955
N -1.159 0.083 0.445 -4.280 -2.203 2.605 -0.7972
N 0.449 1.508 -0.489 -1.165 -1.367 0.622 -0.7609

5.
11
Properties=species:S:1:pos:R:3:forces:R:3:nbo_charge:R:1 method="wB97M-V/def2-TZVPD" relative_energy_kcal_mol=52.8 charge=0 smiles="C#CC(=O)C#CC" energy_ev=-8330.1515
C -2.487 -0.243 -0.771 -0.028 -0.015 -0.019 -0.6988
C -1.166 0.112 -0.260 0.480 0.104 0.185 0.1298
C -0.081 0.421 0.172 -0.513 -0.092 -0.182 -0.1501
C 1.183 0.876 0.722 -0.011 0.327 0.151 0.4471
O 1.304 1.959 1.257 -0.042 -0.441 -0.215 -0.4610
C 2.315 -0.036 0.600 0.500 -0.317 -0.027 -0.1167
C 3.288 -0.743 0.523 -0.424 0.296 0.022 -0.1292
H -2.834 0.511 -1.484 0.073 -0.098 0.107 0.2480
H -3.209 -0.285 0.051 0.118 0.008 -0.105 0.2485
H -2.474 -1.215 -1.271 0.030 0.138 0.080 0.2426
H 4.161 -1.357 0.461 -0.183 0.091 0.002 0.2398

6.
17
Properties=species:S:1:pos:R:3:forces:R:3:nbo_charge:R:1 method="wB97M-V/def2-TZVPD" relative_energy_kcal_mol=0.9 charge=+1 energy_ev=-15624.5449
C -1.512 1.054 -1.629 0.115 -0.031 0.436 -0.4178
N -0.949 1.793 -0.446 -0.057 0.149 0.116 -0.7111
H -2.595 1.161 -1.630 0.150 -0.019 -0.154 0.2404
H -1.208 0.016 -1.527 -0.188 -0.051 0.022 0.2352
H -1.054 1.460 -2.517 -0.059 0.127 -0.261 0.2376
H -0.786 2.781 -0.647 -0.076 -0.060 -0.036 0.4367
H -1.572 1.753 0.365 0.102 -0.080 -0.125 0.4350
H -0.026 1.367 -0.173 -0.016 -0.059 -0.045 0.4406
C 0.286 -1.834 1.049 -0.073 0.170 0.175 -0.6187
C 1.546 -1.049 1.352 0.005 0.185 -0.568 -0.4839
S 1.862 0.324 0.170 0.045 -0.021 0.326 -0.0594
H -0.624 -1.242 1.181 0.083 0.021 0.006 0.1926
H 0.316 -2.195 0.023 -0.055 -0.152 -0.044 0.2130
H 0.222 -2.687 1.723 -0.055 -0.071 -0.044 0.2417
H 2.409 -1.698 1.279 0.213 -0.030 0.146 0.2364
H 1.556 -0.566 2.320 -0.086 -0.041 0.243 0.2330
H 2.129 -0.438 -0.892 -0.048 -0.036 -0.193 0.1486

In eV, the HOMO values for the records above are, in order, -9.6 -13.6 -8.6 -8.9 -10.2 -13.4.
In hartree, the E_LUMO values for the records above are, in order, 0.0172 -0.1682 0.0160 0.0258 -0.0098 -0.1256.